{
  "formula": "C3H6O2Si",
  "method": "the ωB97M-V functional and the def2-TZVPD basis",
  "species": ["C", "C", "C", "O", "O", "Si", "H", "H", "H", "H", "H", "H"],
  "positions_angstrom": [[1.02, -0.82, -0.33], [1.28, -0.29, 0.82], [-2.51, 1.30, -0.43], [-3.57, 1.61, 0.04], [-2.38, -1.14, 0.06], [-3.44, -1.98, 0.74], [1.81, -1.31, -0.87], [0.05, -0.74, -0.65], [0.48, -0.02, 1.57], [2.35, -0.30, 1.11], [-2.09, 1.25, -1.53], [-1.80, 1.04, 0.39]],
  "lumo_ev": -0.3,
  "de_lowest_kj_mol": 298.2,
  "e_homo_ha": -0.3460,
  "orbital_gap_ev": 9.1,
  "e_tot_ev": -15178.377
}